Record 1
The following is a quantum chemistry calculation of one molecule with the formula C18H23NO3, from the Open Molecules 2025 dataset.

```
! wB97M-V def2-TZVPD RIJCOSX def2/J DEFGRID3
* xyz 0 1
C -0.08733 1.98864 2.89764
O -1.11261 1.36660 2.16802
C -0.82871 0.21267 1.50629
C 0.38331 -0.45552 1.54796
C 0.58211 -1.62688 0.82287
C 1.92315 -2.30665 0.82910
N 2.63702 -1.96751 -0.39848
C 3.96746 -2.54657 -0.50112
C 3.83994 -4.00138 -0.97033
O 3.02601 -4.08227 -2.10984
C -0.44952 -2.12640 0.04932
C -1.66833 -1.46880 -0.00508
C -1.87361 -0.30206 0.71036
O -3.04105 0.40737 0.72514
C -3.80106 0.46792 -0.46268
C -2.99035 0.97418 -1.67156
C -2.03284 2.05412 -1.24612
C -2.50475 3.27358 -0.77826
C -1.62718 4.24096 -0.32504
C -0.26349 4.00329 -0.33664
C 0.21607 2.79508 -0.81043
C -0.66347 1.82618 -1.25994
H -0.52468 2.90238 3.29652
H 0.25836 1.36207 3.72727
H 0.76177 2.24706 2.25588
H 1.19644 -0.06820 2.14290
H 1.78758 -3.39116 0.85086
H 2.49473 -2.01722 1.72808
H 2.68377 -0.95702 -0.48002
H 4.52941 -2.51017 0.44631
H 4.52030 -1.98507 -1.25759
H 3.42451 -4.62180 -0.16161
H 4.82035 -4.40212 -1.23845
H 2.31945 -3.43248 -1.97356
H -0.30514 -3.03262 -0.51857
H -2.46291 -1.87651 -0.61086
H -4.59963 1.17312 -0.21987
H -4.25941 -0.50327 -0.69610
H -2.42869 0.14945 -2.11326
H -3.69180 1.35120 -2.41881
H -3.56803 3.46448 -0.76375
H -2.00803 5.18259 0.04298
H 0.42201 4.75702 0.02332
H 1.27977 2.60214 -0.82609
H -0.28090 0.87959 -1.61677
*
```

Properties
Highest occupied orbital energy (eV): -8.0
LUMO level (hartree): 0.02574
Energy above the lowest of the compared OMol25 structures with the same formula, charge and spin (eV): 2.6695
SMILES string: COc1cc(CNCCO)ccc1OCCc1ccccc1
Frontier orbital gap (eV): 8.715

***

Record 2
The following is a quantum chemistry calculation of one molecule with the formula C18H23NO5, from the Open Molecules 2025 dataset.

```
! wB97M-V def2-TZVPD RIJCOSX def2/J DEFGRID3
* xyz 0 1
C -3.97983 5.36798 -0.67813
C -2.82063 4.67268 -0.44563
O -1.98939 5.03351 0.35971
O -2.77250 3.41629 -1.15261
C -1.76508 2.44858 -1.17039
C -1.14585 1.95887 -2.15425
C -0.16998 0.92223 -2.00297
C 0.31344 0.56332 -0.77604
N 1.41322 -0.28412 -0.87987
C 1.92137 -1.10731 -1.52595
O 1.41632 -1.27659 -2.80384
C 3.18668 -2.03036 -1.08688
C 2.68972 -3.43799 -1.17777
C 1.66941 -3.84867 0.11460
C 1.90504 -3.49206 1.41055
C 1.11707 -3.97912 2.61356
C -0.43695 -3.46130 2.25501
C -0.68025 -3.90278 0.82956
C -0.09302 -3.51861 -0.21161
C 0.05881 1.19938 0.34078
C 0.29366 0.80353 1.95924
O -0.35386 1.30764 2.71885
O 1.60888 0.18419 2.12955
C -1.11149 2.09321 0.22302
H -4.34490 5.03109 -1.69086
H -4.87599 5.00269 -0.15215
H -3.86616 6.43180 -0.55328
H -1.53998 2.16028 -2.86825
H 0.24564 0.42968 -2.82112
H 1.85973 -0.35880 0.30625
H 3.25181 -1.74846 -0.18172
H 4.07191 -1.83655 -1.72475
H 2.32162 -3.77504 -2.03851
H 3.37753 -4.04012 -0.78235
H 1.49012 -4.92925 0.24784
H 2.99718 -3.77569 1.55451
H 1.98782 -2.34225 1.42638
H 1.15884 -3.68819 3.40629
H 0.98175 -5.00035 2.50710
H -1.10232 -3.81243 2.83840
H -0.58152 -2.40585 2.27435
H -1.93502 -3.56002 0.62282
H -0.71274 -5.03359 0.69189
H -0.17196 -3.66232 -1.29203
H 0.16747 -2.28630 -0.47302
H 1.58693 -0.01159 2.90522
H -1.53809 2.49928 1.06936
*
```

Properties
Highest occupied orbital energy (eV): -8.0
LUMO level (hartree): 0.00189
Energy above the lowest of the compared OMol25 structures with the same formula, charge and spin (eV): 19.4779
SMILES string: CC(=O)Oc1ccc(NC(=O)CCC2CCCCC2)c(C(=O)O)c1
Frontier orbital gap (eV): 8.087

***

Record 3
The following is a quantum chemistry calculation of C18H24AsN2O9PRuS as an isolated structure, from the Open Molecules 2025 dataset.

```
! wB97M-V def2-TZVPD RIJCOSX def2/J DEFGRID3
* xyz 2 1
Ru 0.50074 -0.60690 0.23156
O -1.51436 -3.45192 -2.15396
As -0.30602 -2.55576 -1.35322
O -0.23028 -0.88694 -1.68108
O -0.62697 -2.27593 0.29833
C 1.32953 -3.40432 -1.79707
C 1.22697 -4.52615 -2.60321
C 2.37858 -5.14811 -3.08699
C 3.62008 -4.63969 -2.77650
C 3.73797 -3.51266 -1.96139
C 2.60709 -2.89198 -1.46635
S 2.93231 -1.55842 -0.34675
O 2.21357 -1.86067 0.90846
O 4.31056 -1.27186 -0.32664
O 2.07866 -0.34501 -0.85486
H -2.42555 -3.19766 -1.94278
H 0.25528 -4.91868 -2.86865
H 2.28595 -6.02503 -3.71272
H 4.51528 -5.11220 -3.15670
H 4.71325 -3.12384 -1.70443
N -0.25857 -0.20820 7.58884
C -0.18259 -0.26752 6.44549
C -0.09794 -0.33963 5.01337
C -0.69140 -1.39276 4.32525
C -0.59196 -1.43621 2.95177
N 0.04389 -0.47103 2.26624
C 0.61535 0.55174 2.92785
C 0.57735 0.64583 4.29928
H -1.21484 -2.17702 4.85291
H -1.01830 -2.24305 2.37728
H 1.11649 1.30284 2.33069
H 1.05661 1.47287 4.80261
C -1.11971 3.08491 -3.29325
C -0.69529 1.76912 -2.70163
O -1.45056 1.56555 -1.44477
P -0.84543 1.22912 -0.06401
O -2.01886 1.38976 0.94063
C -3.44189 1.07450 0.67563
C -4.24819 2.33504 0.82454
O 0.27804 2.23089 0.34250
C 0.12531 3.71243 0.32803
C 1.29374 4.30503 -0.40693
H -0.59847 3.22967 -4.23974
H -0.87162 3.92085 -2.63854
H -2.19116 3.09714 -3.48646
H 0.37059 1.73124 -2.47437
H -0.94815 0.92271 -3.33172
H -3.70423 0.32104 1.41418
H -3.52043 0.65398 -0.32475
H -4.11891 2.76372 1.81718
H -5.30405 2.09873 0.69025
H -3.96537 3.07295 0.07450
H 0.09263 4.01101 1.37314
H -0.83271 3.94402 -0.13701
H 2.23568 4.01371 0.05514
H 1.21541 5.39207 -0.36398
H 1.30690 4.00667 -1.45520
*
```

Properties
Highest occupied orbital energy (eV): -16.1
LUMO level (hartree): -0.31071
Energy above the lowest of the compared OMol25 structures with the same formula, charge and spin (eV): 0.0000
Frontier orbital gap (eV): 7.636

***

Record 4
The following is a quantum chemistry calculation of C18H24BBr2Cl3CoF4GeN3O2 as an isolated structure, from the Open Molecules 2025 dataset.

```
! wB97M-V def2-TZVPD RIJCOSX def2/J DEFGRID3
* xyz 0 3
Co -0.01035 0.28585 -0.62149
C -2.68670 -0.24572 -1.35168
N -1.37402 -0.88903 -1.59911
C -1.41555 -2.28990 -1.12659
C -1.10324 -0.83604 -3.05507
C -0.44794 0.48157 -3.38009
N 0.73518 0.66259 -2.51064
C 1.75657 -0.35754 -2.88587
C 1.33717 1.98106 -2.78821
H -3.47681 -0.83203 -1.83149
H -2.68961 0.76025 -1.77390
H -2.88787 -0.17127 -0.29313
H -2.23241 -2.82118 -1.62539
H -1.56361 -2.29835 -0.04979
H -0.46667 -2.77385 -1.33974
H -2.03102 -0.95341 -3.62245
H -0.45325 -1.66689 -3.32210
H -1.13345 1.31113 -3.19476
H -0.15170 0.52573 -4.43341
H 1.88209 -0.34813 -3.97405
H 1.48215 -1.34687 -2.54624
H 2.69891 -0.08720 -2.42623
H 1.72093 1.99878 -3.81247
H 2.15688 2.16115 -2.09732
H 0.58628 2.76152 -2.68384
F 1.44860 -1.33571 -0.30640
B 1.89271 -2.61396 0.24779
F 2.70390 -2.31286 1.36354
F 0.80289 -3.37882 0.57566
F 2.68748 -3.19560 -0.75110
Br -4.75706 -0.75224 1.90136
C -3.32209 -1.14668 3.08648
C -3.59789 -2.00485 4.14157
C -2.58907 -2.34910 5.02735
C -1.30839 -1.84261 4.84945
C -1.04708 -1.00084 3.78200
C -2.05075 -0.62767 2.89071
C -1.67272 0.24695 1.73239
O -2.24420 1.30674 1.50758
O -0.68855 -0.22665 1.04971
H -4.59641 -2.40094 4.26074
H -2.80356 -3.02392 5.84629
H -0.51043 -2.12153 5.52577
H -0.04261 -0.62689 3.61414
Cl 4.59329 1.15594 -0.62865
Ge 4.57120 -0.99585 -0.22136
Cl 5.99455 -1.24765 1.35206
Cl 5.49357 -1.73240 -2.01855
Br 2.33352 0.66864 2.03014
C 1.54425 2.16089 1.22682
C 1.88127 3.41856 1.71082
C 1.22781 4.52280 1.20509
C 0.23311 4.34306 0.25345
C -0.01945 3.06450 -0.17807
N 0.64451 1.98347 0.26356
H 2.63345 3.50180 2.48088
H 1.47475 5.51287 1.56673
H -0.33733 5.16995 -0.14449
H -0.80518 2.86838 -0.89845
*
```

Properties
Highest occupied orbital energy (spin up / spin down) (eV): -8.5 / -8.9
Expectation value of S²: 2.01
LUMO level (spin up / spin down) (hartree): -0.00925 / -0.06845
Frontier orbital gap (spin up / spin down) (eV): 8.281 / 7.034

***

Record 5
The following is a quantum chemistry calculation of C18H24BN10Tl as an isolated structure, from the Open Molecules 2025 dataset.

```
! wB97M-V def2-TZVPD RIJCOSX def2/J DEFGRID3
* xyz 1 2
Tl 0.24777 -0.22147 -0.38384
C -2.13432 2.62305 2.59122
C -1.51719 1.43814 2.20200
N -1.03106 1.54305 0.97342
N -1.31662 2.78294 0.53720
C -1.98025 3.44894 1.49754
B -0.85613 3.17774 -0.89252
N -1.56591 2.20985 -1.87352
C -2.46585 2.55125 -2.81134
C -2.98493 1.40274 -3.36722
C -2.33722 0.37346 -2.69538
N -1.49178 0.87473 -1.80334
N 0.69110 3.08849 -0.90359
C 1.54301 4.11079 -1.09149
C 2.82777 3.66386 -0.87174
C 2.67245 2.32322 -0.54114
N 1.38624 1.99568 -0.56343
N -1.18571 4.58205 -1.39889
C -1.81665 5.67786 -0.93561
C -1.77856 6.65313 -1.90570
C -1.08469 6.06006 -2.97070
N -0.74836 4.83598 -2.64107
H -2.61500 2.83752 3.52423
H -1.41223 0.52848 2.76210
H -2.31433 4.45510 1.38781
H -2.69343 3.56825 -3.04793
H -3.71860 1.32682 -4.14240
H -2.44987 -0.68647 -2.81593
H 1.21641 5.08824 -1.37307
H 3.73511 4.22589 -0.94317
H 3.42324 1.59956 -0.28963
H -2.25624 5.72360 0.03499
H -2.18528 7.64109 -1.86220
H -0.83194 6.47069 -3.92739
C -1.22636 -2.53975 1.93901
C -1.45355 -3.37051 3.25250
N -0.16597 -3.73370 3.77862
C 0.56093 -4.54564 2.83978
C 0.79274 -3.69856 1.53301
N 0.19572 -2.40122 1.73417
C 0.84213 -1.72691 2.83458
C 0.59048 -2.56554 4.13868
H -1.68883 -1.55501 2.01707
H -1.65531 -3.05406 1.07814
H -2.01796 -4.27743 3.03597
H -1.99664 -2.78350 3.99558
H -0.01415 -5.44573 2.62059
H 1.51219 -4.84359 3.28175
H 0.32734 -4.18166 0.67485
H 1.85747 -3.58001 1.33652
H 0.44295 -0.71728 2.93889
H 1.90950 -1.65492 2.62196
H 0.03137 -1.98365 4.87389
H 1.53761 -2.87694 4.57935
*
```

Properties
Highest occupied orbital energy (spin up / spin down) (eV): -11.0 / -11.0
Expectation value of S²: 0.76
LUMO level (spin up / spin down) (hartree): -0.08753 / -0.24538
Frontier orbital gap (spin up / spin down) (eV): 8.640 / 4.343

***

Record 6
The following is a quantum chemistry calculation of one molecule with the formula C18H24Br2NO, from the Open Molecules 2025 dataset.

```
! wB97M-V def2-TZVPD RIJCOSX def2/J DEFGRID3
* xyz 0 2
C 0.11313 -2.90641 3.18234
C -0.40350 -1.69677 2.31005
Br -1.75008 -0.58011 3.15550
C 0.06771 -1.46514 1.04246
Br 1.38060 -2.83272 0.46231
C -0.39598 -0.27985 0.11807
C -1.96381 -0.41765 -0.15896
C -2.96568 0.55380 0.26683
C -4.35813 0.30948 -0.10089
C -4.75923 -0.87679 -0.87285
C -3.76629 -1.86096 -1.30899
C -2.36864 -1.60840 -0.93253
C 0.25367 -0.36251 -1.34378
C 1.60417 0.41532 -1.57586
C 1.58393 0.81302 -3.13370
C 2.91765 -0.49182 -1.46788
N 1.75960 1.70033 -0.85946
O 1.23933 2.71097 -1.47990
C 1.39824 1.65342 0.57631
C 2.40997 0.91408 1.52263
C 1.38166 3.17902 1.07339
C -0.10289 1.16732 0.67623
H 1.22374 -2.79180 3.33865
H -0.14146 -3.88770 2.71451
H -0.33162 -2.83617 4.21621
H -2.66382 1.47427 0.82623
H -5.19183 0.99927 0.17672
H -5.81816 -1.05955 -1.16500
H -4.03215 -2.75677 -1.92372
H -1.61991 -2.35835 -1.29642
H 0.35625 -1.41903 -1.72362
H -0.50762 0.10635 -2.03482
H 0.59772 1.22199 -3.45635
H 1.70589 -0.17195 -3.68213
H 2.46577 1.43406 -3.42125
H 2.79132 -1.40306 -2.11153
H 3.73615 0.12119 -1.94266
H 3.15078 -0.81090 -0.42727
H 3.43693 1.32408 1.34928
H 2.11361 1.17226 2.58136
H 2.39769 -0.20171 1.46422
H 2.31852 3.65295 0.68895
H 0.46639 3.72178 0.72422
H 1.40358 3.19082 2.20154
H -0.44043 1.35835 1.72415
H -0.69276 1.88200 0.02738
*
```

Properties
Highest occupied orbital energy (spin up / spin down) (eV): -8.4 / -8.8
Expectation value of S²: 0.75
LUMO level (spin up / spin down) (hartree): 0.01007 / 0.00874
Frontier orbital gap (spin up / spin down) (eV): 8.707 / 9.073

***

Record 7
The following is a quantum chemistry calculation of C18H24CoN6S3Sb as an isolated structure, from the Open Molecules 2025 dataset.

```
! wB97M-V def2-TZVPD RIJCOSX def2/J DEFGRID3
* xyz 0 1
Co 2.29429 1.05742 -0.25745
C 3.20201 3.50896 -1.29962
C 1.69713 3.81104 -1.25954
N 0.95188 2.77085 -0.49967
C 0.46615 3.22508 0.82249
C 0.68314 2.16263 1.88995
N 1.98749 1.51674 1.71042
C 3.17827 2.27193 2.16567
C 3.66102 3.21583 1.08096
N 3.56425 2.56157 -0.23842
H 3.79159 4.42662 -1.21416
H 3.45930 3.02530 -2.23680
H 1.31417 3.85063 -2.27851
H 1.49712 4.78541 -0.80858
H 0.16372 2.45863 -1.05094
H -0.59540 3.48176 0.78248
H 0.99341 4.13889 1.08893
H -0.07596 1.38385 1.79313
H 0.58016 2.60655 2.88596
H 1.99533 0.63365 2.21025
H 3.94979 1.52546 2.34423
H 2.96998 2.80655 3.09786
H 4.69982 3.49656 1.27325
H 3.07650 4.13741 1.06742
H 4.51664 2.18819 -0.49089
S 3.72112 -0.49411 0.42532
Sb 4.86468 -0.53727 -1.76629
S 6.37130 1.19251 -1.54980
S 2.75306 0.55566 -2.39800
N -2.96434 -3.68756 0.56697
C -4.17397 -4.24695 0.20706
C -4.94866 -5.25679 0.77243
C -6.13185 -5.55538 0.12967
C -6.53327 -4.87485 -1.03451
C -5.75913 -3.87689 -1.58539
C -4.55807 -3.56032 -0.94851
N -3.60454 -2.61161 -1.28055
C -2.68463 -2.72252 -0.36520
C -1.47237 -1.89219 -0.32426
C -0.50295 -2.01892 0.66049
C 0.60241 -1.18721 0.63463
N 0.78203 -0.25365 -0.29944
C -0.13201 -0.16046 -1.27515
C -1.26742 -0.94080 -1.31799
H -2.39172 -3.95737 1.34548
H -4.64302 -5.78382 1.66645
H -6.76861 -6.33358 0.52910
H -7.46952 -5.14602 -1.50348
H -6.05921 -3.35040 -2.48109
H -0.56628 -2.75893 1.44658
H 1.40457 -1.29740 1.35240
H 0.09254 0.54497 -2.06422
H -1.98191 -0.83564 -2.12118
*
```

Properties
Highest occupied orbital energy (eV): -6.4
LUMO level (hartree): -0.02767
Energy above the lowest of the compared OMol25 structures with the same formula, charge and spin (eV): 0.0000
Frontier orbital gap (eV): 5.647

***

Record 8
The following is a quantum chemistry calculation of one molecule with the formula C18H24FN3O3S, from the Open Molecules 2025 dataset.

```
! wB97M-V def2-TZVPD RIJCOSX def2/J DEFGRID3
* xyz 0 1
C 1.86788 4.68989 -0.08635
C 1.17835 3.92113 1.01538
S 0.10015 2.65520 0.27905
O -0.49190 1.90144 1.34350
O -0.74706 3.27471 -0.69436
N 1.08604 1.62664 -0.56172
C 1.93197 0.70274 0.14698
C 2.13510 -0.60855 -0.66004
C 3.24943 -1.40844 -0.03919
C 3.52541 -2.74172 -0.11972
C 4.70960 -2.95019 0.62929
C 5.06838 -1.73020 1.10557
O 4.19131 -0.78864 0.70591
N 1.00284 -1.47631 -0.84533
C 0.05018 -1.19455 -1.89346
C -1.19922 -0.42374 -1.43951
N -1.82098 -1.16103 -0.35817
C -3.16175 -0.92677 -0.07296
C -3.87938 0.13378 -0.63370
C -5.23149 0.28577 -0.39007
C -5.87735 -0.62192 0.42542
F -7.20456 -0.47560 0.66647
C -5.19816 -1.67898 1.00304
C -3.85088 -1.82713 0.74877
C -0.90454 -1.29852 0.76272
C 0.35224 -2.05257 0.31217
H 2.36098 5.57731 0.30506
H 1.12481 4.99664 -0.81935
H 2.61672 4.07508 -0.58181
H 0.51222 4.54897 1.59922
H 1.86164 3.39792 1.67727
H 1.46281 2.02799 -1.40324
H 2.91927 1.13330 0.35991
H 1.42898 0.49172 1.09070
H 2.45652 -0.30851 -1.66971
H 2.95161 -3.47505 -0.64529
H 5.21748 -3.87924 0.78604
H 5.88859 -1.40585 1.71427
H 0.54585 -0.65006 -2.69828
H -0.28336 -2.16459 -2.28455
H -1.89290 -0.37981 -2.28143
H -0.93230 0.59852 -1.13701
H -3.37822 0.86901 -1.24171
H -5.78175 1.10913 -0.81800
H -5.72677 -2.37640 1.63401
H -3.32639 -2.66590 1.17983
H -1.38564 -1.85837 1.56417
H -0.64552 -0.30374 1.14960
H 1.06658 -2.11141 1.13413
H 0.05719 -3.07309 0.03646
*
```

Properties
Highest occupied orbital energy (eV): -7.4
LUMO level (hartree): 0.01461
Energy above the lowest of the compared OMol25 structures with the same formula, charge and spin (eV): 0.0376
SMILES string: CCS(=O)(=O)NC[C@@H](c1ccco1)N1CCN(c2ccc(F)cc2)CC1
Frontier orbital gap (eV): 7.846

***

Energy across the listed records, respectively: -26670.9558 -30749.6852 -123992.3437 -310972.5810 -39320.6331 -162673.5188 -104669.4037 -43219.7280 eV.
Max |F| across the listed records, respectively: 0.49 19.19 0.46 0.69 1.75 3.18 0.93 0.94 eV/A.